No. 1
Entry from OMol25: a molecular structure, C9H22NP (ωB97M-V/def2-TZVPD).

ORCA input file:
```
! wB97M-V def2-TZVPD RIJCOSX def2/J DEFGRID3
* xyz 0 1
C -2.536 0.139 -1.689
C -1.921 -1.670 -0.148
C -1.932 0.677 0.764
C 2.098 1.055 1.527
C 1.105 -1.337 1.653
C 2.763 -0.653 -0.204
C 0.353 1.787 -1.268
C -1.725 -0.209 -0.454
C 1.691 -0.240 0.732
N 0.503 -0.636 -2.300
P 0.079 0.053 -0.966
H -2.755 1.264 -1.589
H -1.978 0.128 -2.670
H -3.394 -0.551 -1.713
H -1.405 -2.314 -0.897
H -2.952 -2.043 0.043
H -1.284 -1.818 0.727
H -1.848 1.766 0.630
H -3.036 0.571 0.770
H -1.501 0.048 1.558
H 1.298 1.573 2.028
H 2.875 0.669 2.200
H 2.623 1.709 0.862
H 0.273 -1.076 2.093
H 1.925 -1.673 2.284
H 0.940 -2.265 0.971
H 2.587 -1.554 -0.841
H 2.921 0.009 -1.072
H 3.684 -0.955 0.467
H 0.623 2.177 -0.289
H 1.128 2.011 -2.023
H -0.556 2.269 -1.588
H 0.077 -1.530 -2.098
*
```

Output
LUMO level = 0.7 eV
ΔE to the lowest compared entry with this formula, charge and spin = 58.8 kcal/mol
HOMO energy = -7.60 eV
HOMO-LUMO gap = 8.34 eV

***

No. 2
Entry from OMol25: 8 unconnected molecules or ions with the total composition C60H67ClF7IO5S (ωB97M-V/def2-TZVPD).

ORCA input file:
```
! wB97M-V def2-TZVPD RIJCOSX def2/J DEFGRID3
* xyz 0 1
C 2.948 3.180 2.684
C 1.547 3.230 2.033
C 1.398 2.424 0.738
I 2.568 3.493 -0.774
C 1.959 1.004 0.799
C 1.696 0.242 2.124
C 0.408 -0.617 2.133
C -0.008 -1.074 3.547
C 1.120 -1.142 4.550
O 1.818 -2.022 4.750
Cl 1.337 0.353 5.571
C 0.462 -1.764 1.095
C 0.953 -3.120 1.654
C 1.926 -3.807 0.663
C 2.301 -5.216 1.215
C 3.787 -5.569 1.017
C 3.955 -6.886 0.225
C 4.186 -6.591 -1.271
C 4.698 -7.825 -2.004
C 4.964 -7.589 -3.514
O 4.348 -6.433 -4.040
C 5.181 -5.287 -4.095
O 1.278 -1.453 -0.054
S 1.171 0.062 -0.527
O 1.866 0.159 -1.750
O -0.212 0.392 -0.657
H 3.541 2.314 2.405
H 3.456 4.114 2.460
H 2.803 3.163 3.764
H 0.825 2.812 2.744
H 1.249 4.248 1.807
H 0.369 2.483 0.396
H 3.024 0.944 0.602
H 1.742 0.866 3.010
H 2.513 -0.483 2.223
H -0.384 0.051 1.789
H -0.571 -2.003 3.539
H -0.707 -0.326 3.921
H -0.568 -1.913 0.770
H 1.507 -3.028 2.589
H 0.142 -3.829 1.811
H 1.452 -3.947 -0.304
H 2.845 -3.233 0.598
H 1.977 -5.331 2.249
H 1.700 -5.928 0.646
H 4.294 -5.670 1.977
H 4.334 -4.801 0.468
H 4.765 -7.501 0.621
H 3.060 -7.510 0.290
H 4.919 -5.781 -1.309
H 3.261 -6.233 -1.724
H 5.608 -8.198 -1.531
H 3.948 -8.609 -1.874
H 4.522 -8.433 -4.050
H 6.036 -7.642 -3.724
H 6.230 -5.499 -3.879
H 4.828 -4.529 -3.388
H 5.121 -4.841 -5.091
F -5.587 3.043 7.068
C -4.386 2.432 7.068
C -3.377 2.915 6.260
C -2.146 2.274 6.269
C -1.947 1.159 7.073
C -2.977 0.685 7.874
C -4.204 1.331 7.877
H -3.556 3.780 5.634
H -1.341 2.643 5.646
H -0.988 0.658 7.072
H -2.825 -0.188 8.495
H -5.020 0.984 8.499
F 7.066 -1.957 -4.303
C 5.811 -2.032 -4.789
C 4.758 -1.597 -4.008
C 3.468 -1.672 -4.513
C 3.247 -2.187 -5.785
C 4.317 -2.624 -6.554
C 5.610 -2.542 -6.056
H 4.949 -1.206 -3.017
H 2.636 -1.328 -3.912
H 2.239 -2.249 -6.174
H 4.147 -3.030 -7.543
H 6.458 -2.870 -6.644
F -4.564 -1.086 4.531
C -5.591 -1.766 5.080
C -5.873 -1.592 6.421
C -6.931 -2.288 6.984
C -7.687 -3.154 6.205
C -7.387 -3.320 4.860
C -6.335 -2.618 4.289
H -5.267 -0.918 7.012
H -7.168 -2.155 8.032
H -8.511 -3.700 6.648
H -7.974 -3.998 4.253
H -6.091 -2.728 3.240
F -12.188 1.318 5.768
C -10.854 1.506 5.824
C -10.022 0.615 5.177
C -8.650 0.814 5.233
C -8.129 1.891 5.940
C -8.982 2.772 6.589
C -10.356 2.585 6.528
H -10.446 -0.221 4.637
H -7.985 0.127 4.724
H -7.062 2.041 5.986
H -8.577 3.609 7.144
H -11.038 3.266 7.021
F -4.258 5.448 -3.130
C -3.068 4.814 -3.191
C -2.074 5.317 -4.009
C -0.850 4.667 -4.066
C -0.637 3.521 -3.313
C -1.645 3.025 -2.499
C -2.869 3.678 -2.432
H -2.260 6.209 -4.595
H -0.062 5.056 -4.698
H 0.317 3.011 -3.361
H -1.479 2.128 -1.915
H -3.665 3.311 -1.796
F 7.348 -3.249 -9.215
C 7.214 -2.061 -9.839
C 6.943 -0.935 -9.089
C 6.810 0.288 -9.730
C 6.939 0.366 -11.110
C 7.207 -0.778 -11.850
C 7.351 -2.002 -11.211
H 6.840 -1.018 -8.015
H 6.605 1.179 -9.152
H 6.831 1.320 -11.609
H 7.303 -0.719 -12.926
H 7.567 -2.904 -11.769
F -1.318 11.415 -3.957
C -1.934 10.667 -3.022
C -2.038 11.152 -1.733
C -2.678 10.381 -0.774
C -3.194 9.136 -1.110
C -3.076 8.663 -2.410
C -2.446 9.435 -3.376
H -1.623 12.121 -1.489
H -2.773 10.751 0.239
H -3.689 8.535 -0.358
H -3.474 7.692 -2.672
H -2.351 9.088 -4.397
*
```

Output
LUMO level = 0.1 eV
ΔE to the lowest compared entry with this formula, charge and spin = 6.0 kcal/mol
HOMO energy = -9.14 eV
SMILES string = CC[C@@H](I)[C@H]1C[C@H](CC(=O)Cl)[C@H](CCCCCCCCOC)OS1(=O)=O.Fc1ccccc1.Fc1ccccc1.Fc1ccccc1.Fc1ccccc1.Fc1ccccc1.Fc1ccccc1.Fc1ccccc1
HOMO-LUMO gap = 9.21 eV

***

No. 3
Entry from OMol25: C5H12O2 in the gas phase (ωB97M-V/def2-TZVPD).

ORCA input file:
```
! wB97M-V def2-TZVPD RIJCOSX def2/J DEFGRID3
* xyz 0 1
C 2.578 0.302 -0.764
O 1.205 0.558 -0.696
C 0.463 -0.589 -0.347
C -0.980 -0.165 -0.225
C -1.839 -1.375 0.200
C -1.034 1.090 0.679
O -0.798 2.316 0.016
H 2.780 -0.492 -1.497
H 3.063 1.227 -1.082
H 2.971 -0.009 0.216
H 0.609 -1.390 -1.091
H 0.795 -0.970 0.637
H -1.354 0.182 -1.196
H -2.916 -1.167 0.208
H -1.578 -1.778 1.187
H -1.706 -2.201 -0.512
H -2.062 1.107 1.039
H -0.336 1.037 1.534
H 0.125 2.299 -0.279
*
```

Output
LUMO level = 1.0 eV
ΔE to the lowest compared entry with this formula, charge and spin = 29.3 kcal/mol
HOMO energy = -9.88 eV
SMILES string = COC[C@@H](C)CO
HOMO-LUMO gap = 10.84 eV

***

No. 4
Entry from OMol25: 7 unconnected molecules or ions with the total composition C21H42O7 (ωB97M-V/def2-TZVPD).

ORCA input file:
```
! wB97M-V def2-TZVPD RIJCOSX def2/J DEFGRID3
* xyz 0 1
C -3.507 9.889 -0.891
C -3.358 9.292 -2.287
O -2.316 8.687 -2.616
C -4.482 9.457 -3.277
H -2.906 10.795 -0.956
H -3.188 9.222 -0.090
H -4.484 10.267 -0.589
H -4.340 8.688 -4.035
H -4.559 10.478 -3.650
H -5.342 9.299 -2.626
C -1.778 11.204 -5.445
C -1.142 12.065 -6.519
O -0.695 11.496 -7.528
C -1.148 13.564 -6.389
H -1.817 11.733 -4.493
H -1.221 10.276 -5.311
H -2.824 10.990 -5.663
H -2.137 14.010 -6.489
H -0.439 14.016 -7.084
H -0.910 13.807 -5.353
C -3.079 16.827 -0.669
C -3.385 16.146 -2.034
O -4.511 16.340 -2.546
C -2.314 15.251 -2.602
H -3.924 17.464 -0.409
H -2.139 17.379 -0.638
H -3.177 16.023 0.060
H -1.811 14.739 -1.781
H -1.779 15.908 -3.288
H -2.901 14.508 -3.142
C 3.302 18.295 -2.097
C 1.840 17.932 -1.772
O 1.016 18.830 -1.699
C 1.565 16.454 -1.633
H 3.356 19.379 -2.195
H 3.540 18.030 -3.128
H 4.029 17.904 -1.385
H 2.142 16.093 -0.781
H 1.776 15.990 -2.596
H 0.513 16.416 -1.347
C 6.075 13.856 -4.181
C 5.727 13.156 -2.835
O 6.202 12.051 -2.536
C 4.738 13.879 -1.941
H 6.915 13.352 -4.659
H 6.300 14.886 -3.901
H 5.394 13.857 -5.032
H 4.393 14.787 -2.436
H 5.224 14.305 -1.063
H 4.002 13.149 -1.604
C -1.526 7.323 0.887
C -0.467 8.345 0.410
O -0.508 9.557 0.758
C 0.502 7.802 -0.620
H -0.997 6.793 1.679
H -1.873 6.692 0.069
H -2.479 7.672 1.285
H 1.274 8.535 -0.856
H 0.016 7.541 -1.560
H 0.985 6.924 -0.190
C 1.708 12.856 -3.859
C 0.788 12.549 -2.734
O 0.316 13.414 -1.969
C 0.417 11.087 -2.456
H 1.488 12.062 -4.573
H 2.706 12.902 -3.423
H 1.474 13.823 -4.305
H -0.662 10.946 -2.385
H 0.764 10.828 -1.456
H 0.896 10.585 -3.297
*
```

Output
LUMO level = 0.3 eV
ΔE to the lowest compared entry with this formula, charge and spin = 44.6 kcal/mol
HOMO energy = -9.46 eV
SMILES string = CC(C)=O.CC(C)=O.CC(C)=O.CC(C)=O.CC(C)=O.CC(C)=O.CC(C)=O
HOMO-LUMO gap = 9.76 eV

***

No. 5
Entry from OMol25: a molecular structure, C30H45F5IN5O5SeSi4Ti (ωB97M-V/def2-TZVPD).

ORCA input file:
```
! wB97M-V def2-TZVPD RIJCOSX def2/J DEFGRID3
* xyz -2 3
Ti -0.514 -0.611 1.951
O -2.456 0.121 2.630
C -3.220 -0.868 3.320
C -3.365 -2.005 2.344
N -2.032 -2.402 1.862
C -2.046 -2.843 0.452
C -1.165 -1.959 -0.422
O -0.685 -2.384 -1.458
O -1.034 -0.750 0.030
C -1.377 -3.394 2.715
C 0.118 -3.446 2.377
O 0.775 -4.440 2.643
O 0.542 -2.368 1.815
H -2.411 0.906 3.237
H -4.193 -0.456 3.593
H -2.692 -1.161 4.233
H -3.941 -1.642 1.493
H -3.902 -2.852 2.788
H -3.054 -2.750 0.041
H -1.729 -3.883 0.353
H -1.815 -4.392 2.602
H -1.472 -3.088 3.760
I -2.126 2.497 5.082
C 0.004 -0.547 4.013
C 0.121 -0.655 5.404
C 1.361 -0.537 5.997
C 2.488 -0.301 5.207
C 2.317 -0.170 3.846
N 1.105 -0.275 3.300
H -0.762 -0.807 6.012
H 1.465 -0.625 7.072
H 3.476 -0.218 5.641
H 3.151 0.022 3.181
C 4.092 -2.139 0.711
Si 3.148 -2.229 -0.916
C 4.406 -2.225 -2.339
C 2.187 -3.833 -0.983
Si 1.822 -0.330 -1.156
Si 0.821 -0.111 -3.259
C 0.643 -1.745 -4.182
C -0.819 0.781 -3.099
C 1.969 0.913 -4.381
Si 3.013 1.634 -0.755
C 4.598 1.740 -1.793
C 1.924 3.113 -1.173
C 3.592 1.855 1.029
H 4.775 -2.986 0.821
H 3.372 -2.174 1.532
H 4.675 -1.218 0.794
H 5.107 -3.062 -2.254
H 4.981 -1.296 -2.354
H 3.893 -2.312 -3.300
H 2.861 -4.684 -1.130
H 1.451 -3.816 -1.787
H 1.647 -3.979 -0.045
H -0.145 -2.353 -3.744
H 1.575 -2.315 -4.138
H 0.418 -1.555 -5.236
H -1.517 0.209 -2.481
H -1.283 0.958 -4.074
H -0.676 1.750 -2.611
H 2.942 0.420 -4.466
H 2.138 1.930 -4.024
H 1.538 0.977 -5.385
H 4.397 1.569 -2.852
H 5.315 0.983 -1.462
H 5.072 2.721 -1.687
H 1.790 3.233 -2.250
H 2.345 4.043 -0.779
H 0.931 2.986 -0.739
H 4.300 1.075 1.317
H 2.745 1.815 1.715
H 4.089 2.823 1.148
N 0.770 4.804 2.631
C 0.028 3.878 1.927
C 0.144 2.509 2.212
N -0.544 1.611 1.532
C -1.407 2.051 0.597
C -1.535 3.404 0.366
N -0.809 4.325 1.006
H 1.607 4.471 3.077
H 0.840 5.702 2.184
H 0.780 2.160 3.015
H -2.000 1.321 0.060
H -2.241 3.757 -0.375
F -6.500 2.427 -5.982
C -6.045 1.864 -4.844
C -5.176 2.547 -4.014
F -4.784 3.790 -4.351
C -4.718 1.955 -2.852
F -3.878 2.689 -2.104
C -5.086 0.669 -2.443
Se -4.425 -0.121 -0.868
C -5.966 0.021 -3.315
F -6.398 -1.221 -3.042
C -6.438 0.590 -4.482
F -7.286 -0.088 -5.282
*
```

Output
LUMO level (spin up / spin down) = 4.0 / 3.7 eV
ΔE to the lowest compared entry with this formula, charge and spin = 0.0 kcal/mol
HOMO energy (spin up / spin down) = -2.15 / -2.16 eV
HOMO-LUMO gap (spin up / spin down) = 6.18 / 5.84 eV

***

No. 6
Entry from OMol25: 8 unconnected molecules or ions with the total composition C5H27N2O7 (ωB97M-V/def2-TZVPD).

ORCA input file:
```
! wB97M-V def2-TZVPD RIJCOSX def2/J DEFGRID3
* xyz 1 1
C 2.217 0.868 1.154
N 2.023 1.282 -0.210
C 1.032 0.106 1.860
N 0.111 -0.547 0.841
C -0.631 -1.587 1.630
C 0.124 -1.896 2.896
C 1.447 -1.041 2.789
H 2.444 1.774 1.721
H 3.038 0.170 1.244
H 2.060 0.499 -0.858
H 1.092 1.644 -0.389
H 0.443 0.738 2.548
H 0.683 -1.081 0.163
H -0.415 0.297 0.362
H -0.811 -2.296 0.808
H -1.664 -1.284 1.885
H -0.430 -1.348 3.663
H 0.202 -2.955 3.149
H 1.632 -0.718 3.826
H 2.307 -1.617 2.434
H -0.754 4.134 2.679
H -0.131 2.698 2.870
O -0.324 3.394 2.240
H -0.447 2.798 -3.262
H 0.306 1.419 -3.206
O -0.513 1.891 -2.951
H -1.459 1.955 0.111
H -0.830 1.670 -1.396
O -1.088 1.302 -0.503
H 1.141 -2.756 -1.857
H -0.110 -1.769 -1.975
O 0.545 -2.163 -1.384
H -2.213 -1.683 -3.761
H -2.656 -3.072 -3.062
O -1.946 -2.476 -3.295
H -4.816 -1.348 -0.282
H -4.095 -0.067 -0.880
O -4.923 -0.538 -0.781
H 2.629 1.715 -2.989
H 2.667 0.750 -4.254
O 2.114 1.141 -3.576
*
```

Output
LUMO level = -2.5 eV
ΔE to the lowest compared entry with this formula, charge and spin = 43.7 kcal/mol
HOMO energy = -12.80 eV
HOMO-LUMO gap = 10.29 eV

***

No. 7
Entry from OMol25: a molecular structure, C19H37BrCl18O3 (ωB97M-V/def2-TZVPD).

ORCA input file:
```
! wB97M-V def2-TZVPD RIJCOSX def2/J DEFGRID3
* xyz 0 1
O 0.073 2.788 0.160
C 0.752 1.886 -0.170
O 1.002 0.822 0.636
O 1.365 1.718 -1.457
Br 0.243 0.409 -2.138
H 1.947 0.787 0.848
Cl -3.176 2.964 4.815
C -1.890 4.010 4.155
C -0.960 3.256 3.241
Cl 0.041 2.073 4.127
H -1.356 4.454 4.991
H -2.382 4.805 3.598
H -0.276 3.950 2.757
H -1.506 2.721 2.467
Cl -0.973 -2.546 2.188
C -1.808 -1.125 2.875
C -3.121 -0.850 2.187
Cl -2.893 -0.281 0.514
H -1.135 -0.274 2.804
H -1.983 -1.339 3.928
H -3.655 -0.063 2.720
H -3.753 -1.734 2.159
Cl 0.126 -6.632 -1.365
C -0.093 -6.838 0.391
C 0.515 -5.693 1.159
Cl 2.294 -5.685 1.057
H 0.342 -7.793 0.676
H -1.164 -6.878 0.581
H 0.255 -5.774 2.213
H 0.157 -4.735 0.790
Cl -0.347 -3.272 -3.177
C 0.711 -3.432 -4.601
C 2.164 -3.555 -4.217
Cl 2.811 -2.042 -3.535
H 0.538 -2.575 -5.246
H 0.396 -4.330 -5.131
H 2.756 -3.784 -5.102
H 2.319 -4.346 -3.486
Cl 0.773 3.881 -2.198
C 0.689 5.443 -3.066
C 1.957 6.241 -2.912
Cl 2.178 6.833 -1.244
H -0.172 5.998 -2.696
H 0.524 5.215 -4.119
H 1.925 7.118 -3.557
H 2.831 5.651 -3.178
Cl -3.165 2.131 -2.467
C -3.055 3.905 -2.528
C -2.830 4.502 -1.162
Cl -4.256 4.329 -0.102
H -3.963 4.283 -2.992
H -2.212 4.151 -3.173
H -2.634 5.570 -1.255
H -1.982 4.040 -0.662
Cl 3.448 -3.198 4.494
C 4.523 -3.444 3.090
C 5.975 -3.489 3.482
Cl 6.577 -1.900 4.039
H 4.327 -2.649 2.375
H 4.239 -4.390 2.636
H 6.575 -3.773 2.616
H 6.152 -4.210 4.277
Cl -10.735 5.029 0.216
C -9.056 4.435 0.127
C -8.270 5.108 -0.968
Cl -8.836 4.638 -2.592
H -9.088 3.357 -0.012
H -8.594 4.645 1.090
H -7.223 4.816 -0.901
H -8.329 6.191 -0.893
Cl 7.229 -5.669 1.445
C 7.082 -5.805 -0.328
C 6.407 -4.598 -0.925
Cl 4.686 -4.508 -0.472
H 6.539 -6.720 -0.551
H 8.090 -5.899 -0.727
H 6.450 -4.650 -2.012
H 6.888 -3.676 -0.607
*
```

Output
LUMO level = -0.8 eV
HOMO energy = -10.20 eV
HOMO-LUMO gap = 9.35 eV

***

Max |F| for the records above, in order: 7.79 4.10 0.67 4.19 0.68 3.03 2.49 eV/A
Electronic energy for the records above, in order: -752.10247 -4557.78178 -348.15806 -1351.94497 -7026.36214 -842.66972 -11829.30928 Eh